Density functional theory data (ωB97M-V with the def2-TZVPD basis set) for a structure of composition C24H43ClN2O17S2 in a non-equilibrium geometry.

Values from the calculation:
Orbital gap (eV): 9.822
E_tot (eV): -97560.7172
HOMO level (eV): -9.990

Geometry as ORCA input:
```
! wB97M-V def2-TZVPD RIJCOSX def2/J DEFGRID3
* xyz 0 1
O 6.6350 -1.7985 -2.2183
C 5.6990 0.5610 -2.9618
H 5.2333 -5.3006 -0.9683
O 0.7131 8.6261 -4.8113
C 4.9670 -4.2920 -1.2891
N 1.8210 4.9948 -0.6551
C 1.2528 3.8246 -1.2091
C -2.6067 5.0982 1.2049
H 5.7346 -5.6103 3.1177
C 0.2442 7.3760 -4.6846
H 1.7318 -5.6462 0.1286
C 5.0304 -6.3775 3.4455
H -3.4072 1.9073 -1.2976
H -2.3243 3.2527 2.3938
C -2.4320 0.4952 0.1530
H 5.0183 -7.2132 2.7424
H -1.8583 5.5021 1.9803
H 1.1718 9.3216 -7.3293
C 5.6168 -1.7568 -2.8640
C -3.8114 2.7120 0.8344
H -1.5302 3.1004 0.7621
H -4.4349 2.3737 1.7419
H -0.9968 5.4500 -3.5084
H -7.6119 -6.2553 5.0843
O -1.8281 -1.1295 2.0596
C -3.7774 -3.4854 3.1641
N 0.9040 5.9348 -0.2577
C -3.6803 -3.3515 4.6717
C -3.5829 1.5385 -0.2249
O -4.9743 -3.4587 5.2813
H -2.8124 -3.3107 2.6917
O -0.2501 -1.8303 0.2755
H -8.2412 -5.7407 6.6591
O -0.9769 7.4427 -4.1305
H 2.8693 8.7955 -7.4015
H -1.9094 5.8170 -5.0108
H 4.8124 -4.8358 -3.3574
H 1.7164 2.8717 -1.5972
H -6.7072 -6.6216 6.5910
O 4.8556 -2.8050 -3.2100
C 2.0036 8.7412 -5.4235
H 6.3916 -4.1930 -2.9265
C -2.0370 0.2535 1.6887
H -4.1198 -4.4824 2.8788
C -0.3256 5.3109 -0.6092
O 3.8882 -5.0146 1.4864
O 0.8069 6.3662 -5.0309
C 1.9012 8.6113 -6.9314
H -1.1382 0.9647 1.8171
H 5.2380 1.3834 -3.5099
C -1.6286 6.1794 -4.0194
H 6.7592 0.5257 -3.2197
C -2.4811 3.4984 1.2761
H 3.8979 -4.1381 -1.1249
H 5.3523 -6.7476 4.4194
Cl -1.0836 0.9515 -1.0458
H 2.3838 9.7325 -5.1687
C 3.2655 -5.2005 2.5036
H -4.5031 -2.7732 2.7607
O 1.9991 -4.8273 2.7335
H 0.4847 -3.6336 2.0680
O -4.8916 -5.7196 5.0700
O -2.7584 -0.8745 -0.3054
H -2.9889 -4.0838 5.0971
H -2.8625 0.6690 2.3501
H 0.3076 -4.6397 -0.1786
H 0.2652 -5.9203 1.0547
C -5.4500 -4.7063 5.4110
H 2.0026 -3.3867 1.2183
H -3.2960 -2.3609 4.9248
S -1.7309 -1.8795 0.5381
H 5.4919 -3.5791 -0.6500
O 3.7150 -5.8466 3.5919
O -0.1426 4.0491 -1.1961
H -4.4778 3.4918 0.3062
C -7.3326 -5.8906 6.0751
O -2.0732 -3.3372 0.7232
C 0.8842 -5.1427 0.5996
O -6.6729 -4.6311 5.9611
H 5.5699 0.7399 -1.8921
C 1.3491 -4.1505 1.6479
C 5.3181 -4.0824 -2.7500
H 2.6997 8.0108 -5.0025
H 1.5636 7.6135 -7.2200
O 5.0329 -0.6429 -3.3370
H -4.5661 0.9399 -0.2777
H -3.6456 5.4874 1.4854
S -2.0757 5.8263 -0.4318
H -2.5364 6.3195 -3.4319
*
```